Entry 1:
C23H44NO3 | ωB97M-V/def2-TZVPD

Geometry as XYZ:
```
71
Properties=species:S:1:pos:R:3:mulliken_charge:R:1
C -4.01 -2.61 1.68 -0.82
C -5.30 -2.28 0.94 -0.41
C -5.78 -0.85 1.15 -0.97
C -4.85 0.19 0.54 0.37
C -5.41 1.61 0.64 -1.02
C -4.63 2.63 -0.21 -0.53
C -3.24 2.96 0.32 -0.64
O -2.36 1.82 0.36 -0.31
C -1.92 1.32 -0.76 0.20
O -2.13 1.73 -1.87 -0.60
C -1.04 0.09 -0.44 0.40
N -0.83 -0.85 -1.56 0.40
C -2.13 -1.25 -2.14 -1.04
C -0.02 -0.21 -2.61 -0.83
C -0.14 -2.08 -1.07 -0.67
C 0.97 -1.86 -0.04 -0.88
O 1.84 -0.84 -0.46 0.06
C 2.86 -0.53 0.48 -0.51
C 4.01 -1.56 0.54 -1.65
C 5.26 -0.71 0.28 0.15
C 5.26 -0.38 -1.22 -1.33
C 4.08 0.59 -1.36 -0.59
C 3.58 0.78 0.09 1.13
C 2.75 2.03 0.29 -1.88
C 4.90 0.65 0.91 1.42
C 5.91 1.76 0.63 -1.92
C 4.72 0.60 2.43 -1.90
H -3.18 -1.99 1.33 -0.04
H -3.74 -3.65 1.53 0.37
H -4.13 -2.44 2.74 0.37
H -6.08 -2.96 1.28 0.36
H -5.17 -2.46 -0.14 0.24
H -6.77 -0.74 0.71 0.39
H -5.88 -0.66 2.22 0.33
H -4.70 -0.05 -0.52 0.15
H -3.89 0.16 1.05 0.15
H -6.44 1.61 0.28 0.41
H -5.42 1.93 1.68 0.31
H -5.19 3.57 -0.23 0.41
H -4.56 2.27 -1.24 0.25
H -2.78 3.72 -0.32 0.39
H -3.28 3.30 1.35 0.41
H -1.50 -0.43 0.40 0.19
H -0.06 0.47 -0.12 -0.32
H -1.98 -2.03 -2.88 0.44
H -2.59 -0.39 -2.62 0.41
H -2.79 -1.62 -1.35 0.33
H 0.06 -0.86 -3.48 0.44
H -0.49 0.73 -2.92 0.36
H 0.98 -0.01 -2.23 0.21
H 0.29 -2.58 -1.95 0.45
H -0.88 -2.75 -0.62 0.43
H 1.51 -2.81 0.07 0.48
H 0.55 -1.61 0.95 0.41
H 2.38 -0.41 1.46 0.70
H 4.05 -2.06 1.51 0.29
H 3.88 -2.32 -0.23 0.56
H 6.18 -1.16 0.63 0.57
H 6.20 0.08 -1.52 0.32
H 5.13 -1.28 -1.82 0.50
H 4.37 1.54 -1.79 0.56
H 3.29 0.18 -1.98 -0.15
H 3.35 2.92 0.11 0.49
H 2.37 2.08 1.31 0.44
H 1.90 2.04 -0.40 0.33
H 5.64 2.66 1.18 0.43
H 6.00 2.01 -0.42 0.40
H 6.89 1.45 0.98 0.42
H 5.70 0.49 2.89 0.45
H 4.28 1.53 2.79 0.38
H 4.10 -0.22 2.77 0.35
```

## Properties
E_HOMO (eV): -12.735
Energy (a.u.): -1183.04305
HOMO-LUMO gap (eV): 10.6
Total charge: +1
Energy relative to the best compared isomer or geometry (same formula, charge and spin) (eV): 0.113
SMILES: CCCCCCCOC(=O)C[N+](C)(C)CCO[C@H]1C[C@H]2CC[C@]1(C)C2(C)C

***

Entry 2:
C23H44NOP3Ru | ωB97M-V/def2-TZVPD

Geometry as XYZ:
```
73
Properties=species:S:1:pos:R:3:mulliken_charge:R:1
Ru -0.04 -0.44 -0.10 0.12
P -0.90 -1.69 1.71 0.73
P 1.95 -1.61 0.06 1.02
P -1.13 -1.74 -1.54 1.11
H -2.66 3.92 -0.71 0.30
C -3.40 3.16 -0.98 -0.03
C -4.10 2.48 -0.04 -0.20
H -3.96 2.68 1.02 0.34
C -0.41 -1.08 3.38 -1.24
C -0.61 -3.50 1.98 -1.37
C -2.74 -1.61 1.83 -1.17
C 3.30 -0.76 -0.87 -1.07
C 2.59 -1.67 1.77 -1.19
C 2.05 -3.32 -0.51 -1.15
C -2.74 -0.87 -1.77 -0.90
C -1.61 -3.49 -1.31 -1.37
C -0.25 -1.80 -3.16 -1.05
H -3.46 2.88 -2.02 0.29
H -4.78 1.68 -0.31 0.34
H -1.08 -0.28 3.71 0.44
H 0.61 -0.67 3.34 0.27
H -0.42 -1.88 4.14 0.51
H 0.45 -3.76 1.96 0.40
H -1.12 -4.11 1.23 0.36
H -0.99 -3.81 2.97 0.55
H -3.08 -0.62 1.49 0.20
H -3.08 -1.76 2.86 0.51
H -3.22 -2.38 1.21 0.35
H 4.17 -1.42 -0.96 0.59
H 3.56 0.18 -0.34 0.38
H 2.92 -0.47 -1.86 0.31
H 3.62 -2.05 1.72 0.56
H 1.97 -2.34 2.38 0.35
H 2.59 -0.66 2.21 0.27
H 3.13 -3.57 -0.52 0.56
H 1.64 -3.41 -1.52 0.39
H 1.51 -3.98 0.19 0.35
H -3.22 -1.19 -2.70 0.53
H -2.54 0.21 -1.81 -0.03
H -3.40 -1.08 -0.91 0.38
H -1.97 -3.90 -2.26 0.61
H -2.41 -3.59 -0.56 0.38
H -0.74 -4.08 -0.99 0.38
H -0.65 -2.62 -3.77 0.55
H 0.82 -1.98 -2.97 0.26
H -0.36 -0.85 -3.68 0.25
C 0.17 1.59 -2.65 0.27
C 1.58 1.81 -2.56 -0.51
C 2.30 2.14 -3.72 -0.73
C 1.67 2.20 -4.96 -0.53
C 0.28 2.05 -5.04 -0.44
C -0.46 1.83 -3.90 -0.35
O -0.68 1.16 -1.71 -0.72
H 1.41 0.11 -0.36 0.15
H 2.10 1.74 -1.61 0.95
H 3.38 2.34 -3.65 0.47
H 2.25 2.37 -5.87 0.47
H -0.23 2.11 -5.99 0.48
H -1.54 1.75 -3.88 0.37
C 1.38 3.85 4.72 -1.43
C 0.96 3.16 3.47 0.72
C -0.34 2.78 3.20 -0.69
C -0.64 1.97 2.10 -0.84
N 0.32 1.47 1.33 0.59
C 1.54 1.98 1.43 -0.64
C 1.90 2.79 2.51 -0.74
H 0.53 3.97 5.40 0.40
H 2.15 3.28 5.24 0.37
H 1.80 4.84 4.53 0.37
H -1.15 3.06 3.87 0.46
H -1.68 1.70 1.84 0.51
H 2.27 1.74 0.64 0.31
H 2.94 3.09 2.60 0.55
```

## Properties
E_HOMO (spin up / spin down) (eV): -20.082 / -20.589
Energy (a.u.): -2150.06457
HOMO-LUMO gap (spin up / spin down) (eV): 7.7 / 3.9
Total charge: +4
Spin multiplicity: 5
Energy relative to the best compared isomer or geometry (same formula, charge and spin) (eV): 2.213

***

Entry 3:
C23H45Cl3N2O4PSiV | ωB97M-V/def2-TZVPD

Geometry as XYZ:
```
80
Properties=species:S:1:pos:R:3:mulliken_charge:R:1
C -4.86 0.21 5.27 -1.71
C -6.21 0.65 4.73 0.80
H -4.29 1.07 5.67 0.31
H -4.26 -0.27 4.49 0.20
H -5.00 -0.50 6.11 0.44
C -7.09 1.29 5.53 -0.03
C -6.79 1.76 6.90 -1.54
H -8.14 1.40 5.25 0.57
H -5.90 2.40 6.93 0.25
H -6.62 0.90 7.56 0.32
H -7.63 2.33 7.30 0.38
V -1.65 -0.33 0.33 0.51
Cl -1.84 -2.55 0.77 -0.48
Cl -3.86 0.02 0.52 0.13
C -2.65 -0.45 -2.23 0.26
O -1.86 0.37 -1.68 -0.72
N -3.54 -0.10 -3.16 0.26
C -3.71 1.29 -3.55 -0.89
C -4.59 -1.03 -3.53 -0.90
H -2.68 -1.51 -1.90 0.36
H -2.74 1.78 -3.68 0.27
H -4.31 1.87 -2.84 0.20
H -4.23 1.28 -4.51 0.45
H -4.14 -2.03 -3.61 0.36
H -4.98 -0.72 -4.50 0.33
H -5.41 -1.08 -2.80 0.29
H 1.42 2.70 3.66 0.32
H -1.80 3.76 3.44 0.30
C 1.26 3.63 3.09 -0.90
C -1.09 4.38 2.89 -0.80
N 0.01 3.60 2.36 0.20
H 2.13 3.77 2.44 0.30
C -0.24 2.62 1.45 0.00
O -1.37 2.11 1.23 -0.27
H -1.64 4.87 2.09 0.28
H 0.65 2.29 0.90 -0.03
H 1.25 4.45 3.81 0.30
H -0.69 5.14 3.54 0.34
O -5.57 0.64 2.42 -0.20
C -6.57 0.23 3.32 -0.23
C -8.53 1.80 2.94 -0.15
C -7.97 0.53 2.78 0.37
H -7.97 2.52 3.54 0.74
C -9.76 2.08 2.32 -1.13
H -6.48 -0.89 3.35 0.31
C -8.60 -0.45 2.01 -0.43
H -10.16 3.07 2.47 0.37
C -10.40 1.12 1.58 -0.58
C -9.82 -0.14 1.42 -0.58
H -8.10 -1.42 1.90 0.31
H -11.35 1.34 1.10 0.39
H -10.33 -0.91 0.84 0.37
Si -5.14 2.07 1.55 2.07
Cl -4.10 2.80 3.31 -0.54
C -6.10 3.77 1.91 -1.89
C -6.50 1.69 0.09 -1.42
C -4.04 2.82 0.12 -1.19
H -7.18 3.64 1.85 0.46
H -5.76 4.53 1.19 0.33
H -5.89 4.20 2.91 0.44
H -3.46 3.62 0.61 -0.03
H -4.68 3.27 -0.65 0.44
H -3.31 2.21 -0.43 0.03
H -7.29 2.46 0.11 0.30
H -6.99 0.72 0.25 0.22
H -6.11 1.68 -0.93 0.27
C 0.56 -1.46 -1.74 -1.01
P 1.29 -0.65 -0.32 1.45
C 2.18 -1.84 0.66 -1.23
C 2.24 0.78 -0.87 -1.28
O 0.22 -0.02 0.60 -0.54
H 0.04 -0.71 -2.37 0.16
H -0.16 -2.22 -1.40 0.28
H 1.33 -1.95 -2.36 0.49
H 3.17 -2.07 0.26 0.42
H 2.26 -1.45 1.68 0.35
H 1.58 -2.76 0.70 0.33
H 1.55 1.50 -1.35 0.31
H 2.68 1.27 0.00 0.35
H 3.04 0.54 -1.58 0.43
```

## Properties
E_HOMO (spin up / spin down) (eV): -5.864 / -5.871
Energy (a.u.): -4269.32755
HOMO-LUMO gap (spin up / spin down) (eV): 4.5 / 5.3
Spin multiplicity: 3
Energy relative to the best compared isomer or geometry (same formula, charge and spin) (eV): 5.825